(1)
2 unconnected molecules or ions with the total composition C2H8NO2. Source: OMol25; level of theory: wB97M-V/def2-TZVPD.

Geometry as XYZ:
```
13
Properties=species:S:1:pos:R:3
C 1.40 0.49 0.86
C -0.13 -0.12 -1.05
N 0.72 -0.51 0.13
O -2.65 -0.30 0.05
O -1.63 0.63 -0.03
H 0.53 1.04 1.39
H 2.01 0.12 1.69
H 1.92 1.21 0.22
H 0.20 0.68 -1.71
H -0.60 -1.01 -1.35
H 0.22 -1.11 0.73
H 1.42 -1.12 -0.44
H -3.41 -0.02 -0.47
```

Electronic energy (Ha): -285.69022
F_max (eV/Å): 5.56
LUMO energy (alpha / beta) (eV): -3.4 / -6.9
Frontier orbital gap (alpha / beta) (eV): 8.90 / 8.83
2S+1: 3
Net charge: +1
<S²>: 2.01

(2)
8 unconnected molecules or ions with the total composition C22H32Br4O18. Source: OMol25; level of theory: wB97M-V/def2-TZVPD.

Geometry as XYZ:
```
76
Properties=species:S:1:pos:R:3
O -18.20 -2.61 -7.37
C -18.13 -3.12 -6.31
O -19.02 -3.90 -5.69
C -18.57 -4.13 -4.33
C -17.09 -3.84 -4.46
O -17.11 -2.85 -5.46
H -19.08 -3.46 -3.71
H -18.85 -5.14 -4.01
H -16.58 -4.75 -4.82
H -16.74 -3.43 -3.49
O -15.87 -8.44 -14.31
C -15.03 -8.17 -13.51
O -14.87 -8.79 -12.34
C -13.59 -8.38 -11.81
C -13.41 -7.03 -12.45
O -14.06 -7.18 -13.69
H -13.64 -8.44 -10.72
H -12.86 -9.11 -12.12
H -12.41 -6.82 -12.68
H -13.86 -6.25 -11.87
O -16.79 -6.00 -11.86
C -17.83 -5.40 -11.74
O -19.01 -6.05 -11.99
C -20.15 -5.20 -11.74
C -19.43 -3.85 -11.33
O -17.99 -4.07 -11.59
H -20.81 -5.22 -12.60
H -20.74 -5.52 -10.85
H -19.62 -3.75 -10.28
H -19.78 -2.94 -11.91
O -15.78 -10.55 -9.30
C -16.59 -10.45 -10.11
O -17.03 -9.30 -10.56
C -17.99 -9.48 -11.65
C -18.14 -11.00 -11.60
O -17.17 -11.45 -10.71
H -18.93 -8.96 -11.41
H -17.52 -9.08 -12.63
H -17.87 -11.50 -12.51
H -19.16 -11.32 -11.34
O -13.77 -7.34 -3.48
C -13.39 -6.42 -4.12
O -12.14 -5.90 -3.98
C -11.94 -4.97 -5.02
C -13.33 -4.67 -5.52
O -14.10 -5.81 -5.06
H -11.47 -4.02 -4.60
H -11.16 -5.44 -5.70
H -13.62 -4.58 -6.61
H -13.70 -3.82 -4.92
O -17.44 -7.09 -4.88
C -16.87 -7.90 -4.15
O -16.75 -7.81 -2.86
C -16.01 -8.96 -2.36
C -15.56 -9.69 -3.66
O -16.31 -8.97 -4.67
H -15.22 -8.66 -1.73
H -16.78 -9.55 -1.82
H -15.75 -10.79 -3.78
H -14.50 -9.58 -3.86
Br -20.50 -9.71 -8.89
C -19.03 -8.74 -8.06
C -18.36 -9.67 -7.05
Br -19.52 -10.37 -5.64
H -19.52 -8.02 -7.43
H -18.36 -8.35 -8.80
H -17.63 -9.01 -6.60
H -17.96 -10.51 -7.64
Br -17.50 -5.73 -8.38
C -15.62 -6.07 -8.71
C -15.29 -7.41 -8.08
Br -13.34 -7.59 -7.89
H -15.15 -5.22 -8.21
H -15.56 -6.08 -9.78
H -15.67 -8.25 -8.62
H -15.73 -7.45 -7.03
```

Electronic energy (Ha): -12507.92691
F_max (eV/Å): 5.09
LUMO energy (eV): 0.3
Frontier orbital gap (eV): 10.08
SMILES: O=C1OCCO1.O=C1OCCO1.O=C1OCCO1.O=C1OCCO1.O=C1OCCO1.O=C1OCCO1.BrCCBr.BrCCBr

(3)
2 unconnected molecules or ions with the total composition C2H3NS. Source: OMol25; level of theory: wB97M-V/def2-TZVPD.

Geometry as XYZ:
```
7
Properties=species:S:1:pos:R:3
C -0.86 -0.24 -0.72
C -1.53 -0.29 0.27
H -0.48 0.06 -1.56
H -2.01 -0.31 1.16
N 1.54 0.64 0.07
S 2.34 -0.68 -0.15
H 0.99 0.81 0.93
```

Electronic energy (Ha): -530.77649
F_max (eV/Å): 5.02
LUMO energy (alpha / beta) (eV): -1.2 / -1.1
Frontier orbital gap (alpha / beta) (eV): 7.39 / 7.38
SMILES: C#C.N=S